Entry 1:
Density functional theory data (ωB97M-V/def2-TZVPD) for 5 unconnected molecules or ions with the total composition C18H38F2NO12.

```
71
C18H38F2NO12, DFT ωB97M-V/def2-TZVPD
N -0.0510 -0.1908 -0.2506
H -0.4779 0.5045 0.3323
H 0.9284 -0.0242 -0.1719
H -0.4356 -0.0052 -1.1156
H -0.3248 -1.1153 0.0717
C -0.0045 4.5035 -2.6607
C -0.6940 3.1328 -2.1943
O 0.5012 2.4340 -1.8188
C 1.5320 3.0015 -2.3853
O 2.6931 2.6150 -2.3622
O 1.2678 4.1404 -2.9189
F -1.5079 2.4839 -3.0951
H -0.2511 5.0843 -1.7955
H -0.5312 5.1041 -3.4865
H -1.3335 3.1334 -1.4368
C 3.2868 -1.9201 2.9766
C 1.9368 -2.5077 2.3924
O 2.0230 -1.9191 1.0712
C 3.2449 -1.6947 0.7507
O 3.6054 -1.4742 -0.3713
O 4.0826 -1.8376 1.7637
F 0.9005 -1.9526 3.2227
H 3.9562 -2.5641 3.6284
H 3.3249 -1.0719 3.5363
H 1.9763 -3.6177 2.4612
C 2.9566 1.7375 1.0521
O 1.9167 1.0190 1.5746
C 1.3300 1.4910 2.7845
C 0.3034 2.5017 2.5552
O -0.6894 2.0217 2.1242
C -1.7983 2.7923 1.7782
C -3.0122 2.0160 1.2104
O -2.7882 1.4737 -0.0290
C -4.0015 1.0534 -0.6834
H 3.5937 1.2102 0.5241
H 3.5711 2.4194 1.8313
H 2.5325 2.5712 0.4114
H 2.1237 2.0263 3.4905
H 1.0438 0.5301 3.1561
H 0.7672 3.3426 2.1427
H -0.2459 2.7747 3.6308
H -1.2566 3.3209 1.1453
H -2.1389 3.4981 2.6180
H -3.8200 2.7095 1.1885
H -3.2805 1.2021 1.8164
H -4.3732 0.2694 0.1610
H -3.9353 0.6291 -1.5946
H -4.6929 1.7901 -0.6210
C -1.8961 -2.6976 2.0332
O -2.2473 -1.8633 0.8627
C -2.8777 -2.6584 -0.2251
C -1.8879 -3.5303 -0.9737
O -0.9732 -2.8396 -1.3716
C 0.0052 -3.4434 -2.1697
C 1.2518 -2.5596 -2.4861
O 0.7412 -1.4182 -3.0893
C 1.5716 -0.5496 -3.6278
H -1.1318 -3.2820 1.5888
H -2.6962 -3.2584 2.3172
H -1.5362 -2.0762 2.8149
H -3.2476 -1.9252 -0.9453
H -3.7234 -3.0863 0.0426
H -2.5951 -4.0451 -1.7931
H -1.6713 -4.5373 -0.5124
H -0.5763 -3.9157 -3.1206
H 0.3798 -4.4447 -1.7480
H 1.9201 -2.9732 -3.2847
H 1.8368 -2.2861 -1.5394
H 2.1903 -1.0881 -4.3602
H 2.3939 -0.2805 -2.9276
H 1.0150 0.1168 -3.8961
```

Molecular weight, g/mol: 498.493
HOMO level, Eh: -0.4390
Orbital gap, eV: 10.2
Spin multiplicity: 1
Relative energy (zero: lowest compared OMol25 entry of this formula, charge and spin), eV: 1.868
Charge: +1



Entry 2:
Density functional theory data (ωB97M-V/def2-TZVPD) for 2 unconnected molecules or ions with the total composition C4H5NO.

```
11
C4H5NO, DFT ωB97M-V/def2-TZVPD
N -1.2982 2.6153 1.3786
C -0.4843 1.9665 0.8659
C 0.5013 1.2080 0.1617
C 0.1326 0.0694 -0.4014
C -0.8361 -0.9155 -0.7564
O 0.5128 -0.7894 -1.3507
H 1.4693 1.6417 -0.0401
H -0.9849 -1.8284 -0.1827
H -1.6582 -0.5704 -1.3736
H 1.3263 -1.5097 1.1635
H 1.3195 -1.8876 0.5353
```

Molecular weight, g/mol: 83.090
HOMO level, Eh: -0.3637
Orbital gap, eV: 10.8
Spin multiplicity: 1
Structure (SMILES): N#C/C=C1\CO1.[H][H]
Relative energy (zero: lowest compared OMol25 entry of this formula, charge and spin), eV: 3.499
Charge: 0



Entry 3:
Density functional theory data (ωB97M-V/def2-TZVPD) for a molecular structure, C25H35BeBrCsF3MgN5O12PS3.

```
88
C25H35BeBrCsF3MgN5O12PS3, DFT ωB97M-V/def2-TZVPD
C -4.2722 3.2474 3.8694
C -3.3593 2.9236 2.9681
C -2.4107 2.3821 1.8253
N -1.6171 1.1660 2.1716
C -1.7632 0.1520 3.1956
N -2.8018 0.1198 4.2387
C -3.8673 -0.5271 3.8607
S -5.1901 -1.4789 3.5840
C -0.6412 -0.9475 3.0846
C -0.4790 -2.2275 4.0259
C 1.0015 -2.4489 4.6245
C 1.8559 -1.0979 4.8147
F 3.0770 -1.4833 5.5384
N 0.1012 -0.4822 1.9249
C 1.2786 -1.2018 1.3403
C 0.8989 -2.0905 0.0192
C 1.3952 -1.3399 -1.3523
C 1.6481 -2.4514 -2.4822
N 2.1284 -1.9371 -3.8014
C 3.0750 -0.7854 -3.6833
C 1.0414 -1.6933 -4.7614
C -0.1346 -0.6221 -4.6169
O 1.0544 -2.3831 -5.8622
C -0.4339 0.7756 1.3793
P 0.1798 1.8248 -0.0822
N 0.5579 3.3487 0.3405
H -4.8125 3.8336 4.6972
H -1.7611 3.2825 1.4842
H -3.0485 2.1106 0.8970
H -1.2299 -2.1757 4.9087
H -0.7215 -3.1622 3.3855
H 0.8970 -2.9554 5.6544
H 1.5441 -3.2025 3.9460
H 2.2237 -0.6403 3.8277
H 1.2235 -0.3551 5.4736
H 2.0781 -0.4015 1.1164
H 1.7458 -1.9223 2.0985
H -0.2032 -2.3956 -0.0127
H 1.5566 -3.0452 0.0974
H 0.5708 -0.5770 -1.6007
H 2.3491 -0.7636 -1.0301
H 0.6170 -2.9557 -2.6807
H 2.3308 -3.3215 -2.1268
H 3.8660 -0.9936 -2.8603
H 2.5096 0.1779 -3.3821
H 3.5695 -0.6205 -4.7159
H -0.4366 -0.3715 -3.5434
H -1.0583 -0.9720 -5.2276
H 0.2041 0.3743 -5.1473
H -0.8705 1.8269 -1.0798
H 1.3992 1.2987 -0.6748
H 0.4010 3.4093 1.3629
Br 1.7849 1.3801 5.5578
F 1.3609 2.0460 -3.3242
C 2.1833 3.0381 -3.7417
C 3.5456 2.7971 -3.8368
C 4.3908 3.8141 -4.2719
C 3.8650 5.0625 -4.5966
C 2.4958 5.2958 -4.4930
C 1.6488 4.2752 -4.0678
H 3.9381 1.8216 -3.5722
H 5.4578 3.6340 -4.3572
H 4.5251 5.8564 -4.9318
H 2.0887 6.2754 -4.7444
H 0.5792 4.4356 -3.9895
F -4.2750 5.1166 2.2059
Mg -0.1704 -4.1687 -6.1918
O -1.3877 -7.8109 -4.8459
S -1.6019 -8.6331 -6.0575
O -2.5878 -9.6851 -5.7702
O -0.3292 -9.2493 -6.4663
O -2.0991 -7.7707 -7.1463
Be -0.3896 1.7672 -6.2369
O -5.2292 -3.6937 6.3018
H -5.5394 -2.8741 5.9433
C 1.4997 8.8713 -2.5171
C 2.2763 8.9134 -3.8296
O 1.8807 8.1127 -4.7202
O 3.2168 9.7430 -3.8612
H 0.6962 8.1310 -2.5536
H 2.1727 8.6110 -1.6961
H 1.0583 9.8508 -2.3157
Cs -3.6354 -4.0238 7.1516
O -4.8945 -6.9623 10.5558
S -6.1375 -7.4332 11.1888
O -6.8103 -6.2991 11.8431
O -5.8150 -8.4636 12.1889
O -7.0296 -8.0062 10.1677
```

Molecular weight, g/mol: 1027.873
HOMO level, Eh: -0.1399
Orbital gap, eV: 0.9
Spin multiplicity: 1
Charge: -2



Which value of HOMO level does entry 3 give?
-0.1399 Eh



What is the molecular weight in the second record?
83.090 g/mol



The lowest HOMO level belongs to which entry?
C18H38F2NO12



The highest charge belongs to which entry?
C18H38F2NO12